Entry 1:
Below is 7 unconnected molecules or ions with the total composition C13H26Cl10O6 at a distorted geometry, with properties calculated with ωB97M-V/def2-TZVPD.

Structure (XYZ):
```
55
Properties=species:S:1:pos:R:3:forces:R:3
Cl 1.7152 1.1995 -5.0167 -0.2 -0.6 -0.2
Cl -4.0662 -3.9186 1.7443 0.5 0.4 0.3
Cl -1.7725 -5.3294 2.8023 0.4 -0.2 0.0
Cl 4.6174 -0.5871 -0.6574 -0.5 0.0 -0.1
Cl 0.3194 -3.0033 0.9331 0.8 0.2 -0.4
Cl 2.1851 -3.1330 -1.3038 -0.1 0.3 1.0
Cl 6.9445 -1.6304 0.5988 0.3 0.1 0.1
Cl -2.1024 -3.2711 -3.0692 -0.1 -0.1 0.7
Cl -0.6416 0.6617 -3.4442 -0.1 -0.2 0.2
Cl -2.8784 -5.5897 -1.4016 0.1 0.5 0.0
O -1.7086 1.7383 3.0055 -0.4 -0.5 0.4
O 1.2854 3.3375 -0.5626 1.0 -0.9 -0.5
O 2.0652 1.2465 -1.1003 0.2 2.4 -0.3
O -2.4974 0.9078 1.1739 0.1 1.7 0.4
O -1.3878 -0.4658 2.5857 -0.2 -0.5 0.1
O 2.7947 3.2400 -2.0823 0.2 -1.3 0.6
C -2.5435 -0.0010 0.0963 -1.6 -1.3 -0.2
C -3.6563 0.4697 -0.9110 1.4 0.3 1.2
C 0.8710 -0.0438 -4.0507 0.0 0.7 0.1
C 5.3139 -1.0570 0.8893 0.3 -0.4 0.4
C -0.4093 4.0450 0.8974 0.1 -1.0 -0.3
C -2.6441 -3.8246 -1.4549 -0.2 -0.6 -0.4
C 0.2372 2.8091 0.2210 -1.4 0.8 1.6
C -2.6401 -3.8121 2.8389 -0.6 0.1 0.0
C -1.1563 1.6370 4.3446 0.4 0.0 -0.2
C 3.8026 2.5988 -2.8920 0.5 -0.2 -0.4
C 1.4486 -2.0595 -0.0518 -0.6 0.8 -1.1
C -1.8695 0.6019 2.3049 1.0 0.8 -0.4
C 2.0760 2.4879 -1.2244 -0.4 -1.0 -0.5
H 0.4920 2.1260 1.0313 1.0 -0.1 -0.2
H -0.5212 2.5098 4.4963 -0.2 0.1 -0.2
H -2.8313 -0.9269 0.5944 -0.1 -0.5 -0.5
H -3.8789 -0.2797 -1.6706 0.1 0.0 0.1
H 0.5982 -0.9176 -4.6424 0.4 0.2 0.0
H -1.9507 1.6438 5.0909 0.0 -0.1 -0.2
H -1.0625 3.6967 1.6975 -0.4 0.0 -0.4
H 0.8965 -1.3272 -0.6409 -0.3 -0.2 0.1
H -4.5383 0.7415 -0.3311 -0.1 -0.3 -0.1
H 2.1674 -1.4269 0.4690 0.3 -0.8 0.4
H 0.3305 4.6482 1.4237 0.2 0.1 -0.4
H -3.3029 1.3912 -1.3735 -0.1 -0.1 -0.3
H 1.5209 -0.2339 -3.1966 -0.2 -0.2 -0.1
H 4.8188 2.7633 -2.5338 -0.2 0.4 0.6
H 5.3058 -0.2037 1.5675 0.1 0.0 -0.2
H 3.7666 3.0451 -3.8858 -0.3 0.0 0.2
H -0.9272 4.6009 0.1158 -0.1 0.3 0.4
H -0.5148 0.7624 4.4528 -0.3 -0.1 -0.1
H -3.6041 -3.3631 -1.2236 0.2 0.0 -0.1
H -1.5661 -0.1705 -0.3553 0.1 0.4 -0.1
H -0.4861 2.2484 -0.3711 0.0 0.2 -0.4
H -3.0145 -3.6310 3.8465 0.0 -0.1 -0.2
H -1.9046 -3.5801 -0.6924 0.1 0.1 -0.2
H 3.7016 1.5171 -2.9813 -0.5 0.2 0.1
H 4.7760 -1.8949 1.3329 -0.2 0.2 -0.2
H -1.9738 -2.9935 2.5668 -0.2 0.0 -0.3
```
Positions in Å, forces in eV/Å.

Output
* lowest unoccupied orbital energy (spin up / spin down): -2.7 / -10.6 eV
* ⟨S²⟩: 0.7536
* multiplicity: 2
* total charge: +1


Entry 2:
Below is 6 unconnected molecules or ions with the total composition C13H26Cl12O2S2 at a distorted geometry, with properties calculated with ωB97M-V/def2-TZVPD.

Structure (XYZ):
```
55
Properties=species:S:1:pos:R:3:forces:R:3
Cl 18.8622 -13.1289 9.7917 -0.1 0.0 0.3
Cl 15.3386 -11.7888 15.5250 -0.5 -0.2 -0.2
Cl 17.1690 -11.6496 11.6203 0.0 -0.1 -0.2
Cl 17.4965 -10.1422 14.6695 0.4 0.0 0.0
Cl 19.6169 -19.7140 10.9359 0.0 -0.7 -0.1
Cl 17.4771 -11.3579 17.3088 0.4 0.1 0.3
Cl 19.3405 -13.2221 12.6683 -0.2 0.0 -0.2
Cl 15.7204 -9.1664 16.6698 -0.2 0.2 0.2
Cl 20.3609 -17.1672 9.8946 -0.1 0.1 -0.1
Cl 17.5780 -17.7581 10.4346 0.0 -0.1 -0.1
Cl 17.0125 -14.5504 11.5223 0.4 0.5 0.0
Cl 19.4577 -17.4195 12.5993 -0.1 0.1 0.1
S 22.8369 -11.4466 16.1782 0.3 0.4 0.1
S 19.1954 -15.3482 16.3287 0.7 0.7 0.0
O 23.2713 -12.7401 15.6117 0.2 -0.6 -0.3
O 19.1777 -13.8479 16.4606 0.0 -0.6 -0.2
C 19.9589 -13.5893 22.0449 0.4 -1.0 1.0
C 18.1052 -13.1288 11.3985 -0.2 -0.3 0.0
C 21.2947 -11.0224 15.4225 -0.8 0.7 -0.3
C 16.0846 -10.5027 22.6410 -0.7 -1.1 0.7
C 19.2377 -18.0191 10.9615 0.1 0.3 -0.1
C 18.0549 -11.9887 22.2931 -1.5 -0.9 1.0
C 20.0725 -15.9346 17.7699 -1.3 -1.5 0.8
C 22.0966 -11.8590 17.7342 -1.2 -0.4 0.6
C 20.4684 -15.7417 15.1058 -0.6 0.0 -0.1
C 16.5190 -10.6116 16.0628 -0.1 0.1 -0.2
C 20.6055 -14.6479 21.1479 0.3 0.4 0.5
C 18.7567 -12.9664 21.4203 1.2 0.7 -1.8
C 16.9191 -11.2414 21.6045 0.5 0.7 0.4
H 19.1539 -12.4546 20.5147 -0.4 -0.1 0.2
H 20.9688 -10.0560 15.8248 0.1 -0.1 0.0
H 16.3192 -11.9692 21.0619 -0.1 0.1 -0.2
H 17.3358 -10.4895 20.9247 -0.1 -0.3 -0.3
H 15.0726 -10.2522 22.3185 0.3 0.5 -0.3
H 20.5100 -11.7524 15.6250 0.1 -0.2 0.0
H 20.0023 -15.5654 14.1371 0.2 0.3 0.1
H 20.6811 -12.8398 22.3846 0.0 0.1 -0.3
H 20.0143 -15.5609 21.2081 0.0 -0.1 -0.3
H 19.3692 -15.7386 18.5926 0.5 0.5 0.0
H 21.3270 -15.0937 15.2577 0.1 0.0 0.0
H 18.0985 -13.7461 21.0292 -0.2 0.0 0.2
H 21.2374 -12.5064 17.5020 0.3 -0.1 0.1
H 20.0662 -17.0398 17.7908 0.3 0.3 -0.5
H 21.6669 -11.0125 18.2777 0.4 0.2 -0.1
H 20.7147 -16.8016 15.1571 0.1 0.0 0.2
H 20.6939 -14.2976 20.1205 -0.1 -0.1 -0.1
H 21.6138 -14.8685 21.5017 0.0 -0.2 0.0
H 18.7148 -11.3567 22.8895 0.2 0.2 -0.4
H 17.5579 -12.6296 23.0538 0.2 0.4 0.0
H 22.7991 -12.4115 18.3462 0.3 0.1 0.1
H 16.6255 -9.6593 23.0560 -0.1 0.3 0.0
H 15.8761 -11.2050 23.4713 0.3 0.3 -0.1
H 21.0709 -15.5709 17.9391 0.2 0.5 -0.1
H 21.4276 -10.8963 14.3494 0.2 -0.1 0.0
H 19.6509 -14.0981 22.9765 0.1 0.1 -0.1
```
Positions in Å, forces in eV/Å.

Output
* lowest unoccupied orbital energy: 0.2 eV


Entry 3:
Below is a molecular structure, C13H26Cl2IrO3Si at a distorted geometry, with properties calculated with ωB97M-V/def2-TZVPD.

Structure (XYZ):
```
46
Properties=species:S:1:pos:R:3:forces:R:3
Ir 0.4495 0.4000 0.2283 -1.2 1.3 0.7
Cl -0.8330 0.5088 2.1606 -1.2 0.4 1.8
Cl -3.0628 -2.1852 2.9374 -0.3 -0.3 0.0
Si 2.4219 -1.1583 2.5429 -1.0 0.4 -0.6
O 1.6752 1.8632 0.7732 1.8 1.3 -0.5
O 1.7787 -0.3827 -0.9978 1.7 -2.1 -2.2
O 1.3465 -0.9590 1.3552 1.5 -2.2 1.6
C 0.5031 2.2172 -2.2465 0.6 0.2 -0.5
C 1.8042 -0.5724 4.2172 0.0 -0.2 0.2
C -1.8726 -0.5627 -1.6351 0.2 0.3 -0.3
C -0.0312 -0.6643 -3.4270 0.6 -0.4 -0.3
C -2.3037 0.3577 -0.6583 0.4 0.2 -0.7
C -1.5916 2.7937 -0.0516 -0.3 0.3 0.4
C 3.9970 -0.1746 2.2187 0.3 0.0 0.0
C 2.8381 -2.9892 2.5786 0.1 -0.5 0.1
C -0.3160 1.1704 -1.6001 -2.1 0.0 -0.4
C -1.3345 1.4413 -0.5963 0.1 -0.3 -1.4
C -2.5037 -1.8827 -1.9096 -0.1 -0.5 0.2
C -3.5655 0.2798 0.0976 -0.2 -0.1 0.7
C -0.7182 -0.0757 -2.2661 -0.8 0.7 0.6
H 0.1299 -1.7405 -3.2735 0.1 0.2 -0.1
H 0.9459 -0.1873 -3.5644 -0.2 -0.3 0.0
H 2.5446 -0.8493 4.9847 -0.2 0.1 0.0
H -3.6300 -0.6725 0.6497 0.0 0.2 0.0
H -3.3426 -1.8353 -2.6199 0.1 0.1 0.1
H -3.6175 1.0780 0.8492 0.0 -0.2 -0.1
H 1.7880 -1.3185 -0.7040 0.6 0.8 0.0
H -0.6575 3.3580 -0.0185 -0.1 0.1 0.1
H 1.6706 0.5179 4.2258 0.1 -0.2 -0.1
H -1.7576 -2.5716 -2.3339 -0.2 0.1 0.1
H 2.4990 1.7367 0.2365 -0.9 0.1 0.6
H 0.7829 2.9820 -1.5197 0.1 0.0 -0.2
H -2.8886 -2.3139 -0.9685 0.1 0.0 -0.4
H -4.4439 0.3686 -0.5595 0.1 -0.1 0.0
H -2.3176 3.3412 -0.6755 0.1 0.0 0.1
H 1.4122 1.7518 -2.6534 0.0 0.3 0.1
H -1.9954 2.7189 0.9662 0.2 0.1 -0.2
H 0.8324 -1.0176 4.4683 0.2 0.0 -0.1
H -0.0295 2.7021 -3.0865 0.1 -0.1 0.2
H 1.9341 -3.5933 2.7492 0.2 0.3 0.1
H 4.3944 -0.3868 1.2226 0.0 -0.1 0.0
H 3.5779 -3.2426 3.3476 0.0 -0.1 0.0
H 3.8055 0.9018 2.2720 -0.1 -0.1 0.1
H 3.2303 -3.3114 1.6031 0.0 0.2 0.2
H 4.7651 -0.4320 2.9577 0.0 0.1 0.0
H -0.5956 -0.5555 -4.3649 -0.1 0.0 0.1
```
Positions in Å, forces in eV/Å.

Output
* energy above the lowest of the compared OMol25 structures with the same formula, charge and spin: 0.0 kJ/mol
* lowest unoccupied orbital energy (spin up / spin down): 4.8 / 4.7 eV
* ⟨S²⟩: 8.7862
* multiplicity: 6
* total charge: -2


Entry 4:
Below is a molecular structure, C13H26FMgNO13 at a distorted geometry, with properties calculated with ωB97M-V/def2-TZVPD.

Structure (XYZ):
```
55
Properties=species:S:1:pos:R:3:forces:R:3
Mg -21.7913 12.5398 -18.1210 0.7 1.6 1.2
F -20.0596 14.4888 -16.4300 -1.2 -1.5 -1.3
O -20.7242 14.0358 -23.9103 0.6 2.4 0.2
O -16.6947 9.4735 -21.0078 -0.8 1.6 1.3
O -21.5217 9.7343 -14.6745 0.6 -0.2 -1.2
O -26.8194 14.4187 -15.4827 0.1 0.1 0.1
O -17.8295 10.8589 -19.5580 3.3 -1.0 -1.7
O -24.0789 9.6141 -20.0828 -0.1 -0.3 -0.4
O -15.5263 10.9175 -19.7595 0.1 0.6 0.6
O -21.3050 14.3691 -21.7318 0.9 1.4 -2.1
O -20.0813 15.9085 -22.9921 -0.6 -1.0 -0.4
O -25.4074 14.0034 -17.0329 0.5 -0.1 0.0
O -27.3821 14.7308 -17.5349 0.3 0.0 0.0
O -25.7684 9.1568 -21.5357 -0.3 -0.2 -0.1
O -24.6584 7.5404 -20.6706 -0.2 -2.9 0.1
N -26.5512 14.4023 -16.6830 -0.5 -0.2 -0.2
C -21.2812 12.7657 -24.0254 -0.9 -0.8 -0.2
C -26.3147 10.4897 -21.5156 1.0 0.8 -0.7
C -20.8494 8.2571 -12.8867 0.7 1.0 -0.7
C -20.3132 9.3057 -13.9725 -2.2 0.3 1.7
C -15.3920 11.9993 -18.7763 -0.5 0.3 0.0
C -19.7890 16.8284 -21.9386 -0.3 0.4 0.4
C -15.4694 9.0158 -21.5190 1.6 -1.0 -0.2
C -24.7558 8.8249 -20.7222 -0.1 2.4 1.0
C -16.7478 10.4852 -20.0648 -2.2 -0.3 0.7
C -20.7976 14.7816 -22.7894 0.3 -1.6 2.0
C -22.3748 8.1728 -13.1875 0.9 -1.4 0.8
C -22.6870 9.4333 -13.9310 -0.1 -0.2 0.3
C -23.5443 6.9071 -19.9859 1.0 0.7 -0.7
H -21.4376 12.6160 -25.0937 0.3 -0.1 0.0
H -22.6927 7.1522 -20.6206 0.4 0.4 0.6
H -20.2704 7.3342 -12.9207 -0.5 -0.2 -0.2
H -22.9585 10.2250 -13.2329 0.4 0.3 0.2
H -27.2608 10.5567 -20.9784 0.4 -0.2 0.3
H -22.2753 12.6916 -23.5845 0.2 0.0 0.4
H -26.4881 10.8520 -22.5289 -0.3 -0.9 -0.3
H -22.5392 7.2454 -13.7363 -0.1 0.2 -0.6
H -23.0115 8.0311 -12.3142 0.2 0.3 0.3
H -23.4932 5.8186 -20.0109 -1.4 0.0 -0.3
H -14.8175 8.5134 -20.8043 -0.4 0.1 0.7
H -25.5445 11.2092 -21.2380 -0.2 -0.2 1.0
H -15.6711 8.2187 -22.2346 -0.4 0.4 -0.2
H -23.4338 7.2066 -18.9437 -0.1 0.4 -0.3
H -19.2931 17.6931 -22.3797 -0.2 -0.2 -0.4
H -14.7850 9.7459 -21.9512 -0.6 0.5 -0.2
H -19.0889 16.4386 -21.1998 -0.3 -0.4 0.0
H -20.7076 17.1818 -21.4703 0.1 -0.2 0.1
H -15.7625 12.9341 -19.1971 -0.1 -0.2 -0.1
H -20.6017 12.0062 -23.6388 -0.1 0.0 0.1
H -14.3531 12.1725 -18.4958 0.1 -0.6 -0.6
H -15.9369 11.8120 -17.8510 -0.2 -0.4 -0.3
H -20.6071 8.6921 -11.9171 -0.4 0.0 0.1
H -20.0217 10.1929 -13.4104 0.5 0.0 -0.1
H -19.4974 9.0095 -14.6319 -0.5 -0.2 -0.2
H -23.5852 9.3232 -14.5387 0.4 0.0 -0.6
```
Positions in Å, forces in eV/Å.

Output
* energy above the lowest of the compared OMol25 structures with the same formula, charge and spin: 1193.5 kJ/mol
* lowest unoccupied orbital energy: -4.8 eV


| no. | total energy (eV) |
| --- | --- |
| 1 | -151401.25869 |
| 2 | -189934.60133 |
| 3 | -55805.54608 |
| 4 | -50160.80403 |